Molecular formula: C6H10
Method: DFT, ωB97M-V/def2-TZVPD

The geometry in ORCA input format:
```
! wB97M-V def2-TZVPD RIJCOSX def2/J DEFGRID3
* xyz 0 1
C 0.126 2.040 -0.323
C -0.883 1.353 0.246
C -1.348 0.010 -0.250
C -0.406 -0.942 0.409
C 1.390 -0.669 0.406
C 0.608 -1.659 -0.401
H 0.487 1.793 -1.315
H 0.436 2.996 0.083
H -1.250 1.658 1.222
H -1.281 -0.038 -1.342
H -2.382 -0.179 0.050
H -0.706 -1.317 1.381
H 2.302 -0.321 -0.073
H 1.550 -0.522 1.463
H 0.780 -2.687 -0.076
H 0.578 -1.516 -1.480
*
```

Relative energy (zero: lowest compared OMol25 entry of this formula, charge and spin) (kJ/mol): 375.3
LUMO (eV): 1.284
SMILES: C=CCC1CC1
Total energy (eV): -6379.9698
HOMO (eV): -7.6
Frontier orbital gap (eV): 8.88